57
Properties=species:S:1:pos:R:3:forces:R:3 method="wB97M-V/def2-TZVPD" gap_ev=8.3 lumo_energy_ev=0.570 spin_multiplicity=1 smiles="COc1cc(-c2nnc(COC(=O)C3c4ccccc4Oc4ccccc43)o2)cc(OC)c1OC" e_tot_ha=-1640.12937
C 0.706158 6.568604 -0.871386 -0.1753 0.1204 -0.0412
H 1.160147 7.500495 -1.204328 -0.0828 -0.0464 0.0162
O 1.783067 5.715134 -0.563760 0.1566 -0.3192 0.1150
C 1.499454 4.461884 -0.124586 0.2448 -0.1429 0.0327
C 0.225892 3.960113 0.052230 -0.0334 -0.1090 0.0413
C 0.058499 2.653819 0.510488 0.8329 0.0078 -0.0012
C 1.161719 1.854718 0.783729 -0.2374 0.0392 -0.0177
C 2.449463 2.348218 0.610711 0.1722 0.1434 -0.0611
C 2.635050 3.663316 0.153344 -0.0502 0.1251 -0.0590
O 3.807921 4.311406 -0.057706 -0.4296 -0.0349 0.0909
C 5.050438 3.650755 0.015834 0.5033 -0.1277 0.0087
H 5.783985 4.404782 -0.269728 -0.0329 -0.0654 0.0117
H 5.104367 2.810130 -0.679069 0.0052 0.0619 0.0484
H 5.265021 3.297884 1.026441 0.0017 0.0411 -0.1150
O 3.569841 1.602273 0.879267 -0.1577 0.4658 -0.1014
C 3.409430 0.251017 1.231745 -0.0370 -0.1747 0.0123
H 4.421024 -0.142011 1.325643 -0.0730 -0.0530 0.0172
H 2.889077 0.139432 2.188366 -0.0182 -0.0149 -0.0383
H 2.871410 -0.307276 0.459873 0.0037 0.0389 0.0505
H 0.999326 0.847959 1.131885 0.0461 -0.1236 0.0432
C -1.283281 2.168964 0.702561 -1.0007 0.2960 -0.1308
N -2.380615 2.810114 0.422880 1.4647 0.6004 -0.2511
N -3.406988 2.015299 0.762749 -1.0058 -1.2611 0.5383
C -2.900566 0.925965 1.237650 -0.3485 0.5984 -0.1402
O -1.551042 0.950319 1.243678 0.1043 0.0166 0.0790
C -3.677740 -0.206568 1.806343 -0.0611 0.2217 0.0631
H -3.712925 -0.134062 2.897938 -0.0358 -0.0455 -0.1869
H -4.692560 -0.141175 1.399671 0.1877 0.0438 0.0832
O -3.118994 -1.487108 1.542728 0.0201 -0.1333 0.3284
C -2.717371 -1.736139 0.287806 -0.0351 -0.2317 -0.3290
O -2.784906 -0.948041 -0.612019 -0.0665 -0.0800 0.0101
C -2.136483 -3.145982 0.197498 -0.0939 0.2575 -0.0983
C -2.290349 -3.663070 -1.206338 0.3272 0.0324 0.1032
C -3.525007 -4.093038 -1.670771 0.1089 -0.0572 -0.1726
C -3.686730 -4.505202 -2.980154 -0.1783 -0.0045 0.0792
C -2.604817 -4.485616 -3.845822 0.0749 0.0294 0.0262
C -1.366525 -4.072115 -3.397964 0.1600 0.1152 0.1671
C -1.206135 -3.661113 -2.078214 -0.5571 -0.2730 -0.0907
O 0.054874 -3.294286 -1.700824 0.1142 0.1221 -0.1258
C 0.310792 -3.101895 -0.378324 0.1117 -0.0018 0.5744
C 1.649845 -2.990129 -0.010647 -0.1502 -0.0176 -0.1993
C 1.993359 -2.819048 1.315438 -0.0639 -0.0129 -0.0810
C 1.006906 -2.753700 2.286922 -0.0589 0.0310 0.1564
C -0.321941 -2.866109 1.922722 0.2019 -0.0189 -0.0025
C -0.684210 -3.044666 0.595162 -0.0042 -0.1598 -0.2591
H -1.098866 -2.814870 2.671220 -0.0683 -0.0022 0.0700
H 1.273205 -2.619734 3.324113 0.0202 0.0026 0.1001
H 3.033642 -2.743100 1.593160 0.1125 -0.0001 0.0139
H 2.400096 -3.048054 -0.783542 0.0916 -0.0192 -0.0969
H -0.508219 -4.054797 -4.050757 0.1028 -0.0085 -0.0757
H -2.725471 -4.797233 -4.872051 0.0039 -0.0308 -0.0878
H -4.654682 -4.832624 -3.326750 -0.0846 -0.0307 -0.0325
H -4.366915 -4.094837 -0.993380 -0.0996 0.0040 0.0788
H -2.680012 -3.768756 0.916423 0.0947 0.0346 -0.1179
H -0.657331 4.539295 -0.151355 -0.0542 0.1595 -0.0479
H 0.084551 6.159117 -1.673503 0.0135 0.0076 0.0321
H 0.082122 6.761336 0.006760 0.0129 -0.0156 -0.0308